{"formula": "C5H10O2", "method": "wB97M-V/def2-TZVPD", "symbols": ["O", "O", "C", "C", "C", "C", "C", "H", "H", "H", "H", "H", "H", "H", "H", "H", "H"], "coordinates": [[-1.753, 2.851, 0.502], [2.094, -2.118, -0.166], [0.794, -2.292, 0.422], [-0.876, 1.060, -0.762], [0.126, -0.934, 0.592], [-0.825, 2.118, 0.270], [0.194, -0.042, -0.717], [1.108, -2.660, 1.456], [0.137, 2.254, 0.850], [0.174, -0.612, -1.640], [0.406, -0.399, 1.474], [-0.897, -1.203, 0.927], [-1.847, 0.617, -0.572], [1.276, 0.189, -0.683], [-0.871, 1.569, -1.736], [1.977, -2.315, -1.101], [0.262, -3.083, -0.108]], "lowdin_charge": [0.048, -0.098, -0.259, -0.166, -0.189, -0.291, -0.183, 0.133, 0.136, 0.101, 0.096, 0.115, 0.121, 0.113, 0.130, 0.077, 0.116], "energy_ev": -9440.8472, "smiles": "O=CCCCCO", "homo_lumo_gap_ev": 10.6, "mol_weight_g_mol": 102.13, "max_force_ha_per_bohr": 0.0633, "relative_energy_kj_mol": 211.9}